# 1
Density functional theory data (ωB97M-V/def2-TZVPD) for a cluster of 4 separate species, C29H37BClF4N4O6S2 in total at a distorted geometry.

Summary:
HOMO   -10.89 eV
Multiplicity   1
Net charge   +1
LUMO energy   -3.1 eV

Each line ends with the Mulliken charge.
Element x y z (Å)
C (-0.5221, 6.1740, 1.2486)  -1.184
C (-1.4247, 5.7212, 2.3839)  -0.072
O (-2.7660, 5.4365, 1.8998)  -0.504
B (-3.0380, 4.1255, 1.6791)  0.527
O (-3.9199, 3.4070, 2.4161)  -0.512
N (-2.3762, 3.3951, 0.5586)  0.280
C (-2.3848, 3.9925, -0.7754)  -0.538
C (-3.8070, 4.1503, -1.2683)  -0.462
F (-4.4305, 2.9227, -1.1660)  -0.294
C (-1.8416, 2.1981, 0.7297)  0.461
N (-1.2293, 1.4776, -0.2373)  -0.244
C (-0.8511, 0.3280, 0.2735)  -0.138
C (-0.1761, -0.7577, -0.4614)  0.434
C (0.3996, -0.3395, -1.8154)  -1.571
C (-0.6426, 0.0818, -2.8459)  -0.268
C (-1.2259, -1.1129, -3.6107)  -0.369
S (-2.8045, -0.5975, -4.3074)  1.113
O (-3.2614, -1.5168, -5.2901)  -0.581
O (-2.6594, 0.7603, -4.7267)  -0.558
Cl (-4.0321, -0.5549, -2.6623)  -0.198
N (-1.1957, 0.2990, 1.5971)  -0.214
S (-0.9313, -0.9837, 2.6965)  1.383
C (-1.8842, -2.3822, 2.1311)  -1.061
O (0.4608, -1.2762, 2.6466)  -0.651
O (-1.4175, -0.5612, 3.9662)  -0.745
N (-1.8169, 1.4722, 1.8699)  -0.116
H (0.3928, 6.6251, 1.6144)  0.412
H (-1.0886, 6.8538, 0.6220)  0.293
H (-0.2482, 5.3020, 0.6598)  0.255
H (-1.5262, 6.5311, 3.0955)  0.410
H (-1.0146, 4.8472, 2.8914)  0.218
H (-4.0356, 3.8374, 3.2724)  0.348
H (-1.8662, 3.3650, -1.4895)  0.294
H (-1.9057, 4.9674, -0.7869)  0.218
H (-4.3555, 4.9283, -0.7378)  0.328
H (-3.8001, 4.4190, -2.3213)  0.403
H (-0.8357, -1.6197, -0.5571)  -0.144
H (0.6563, -1.0875, 0.1609)  0.551
H (1.0860, 0.4827, -1.6573)  0.421
H (0.9634, -1.1802, -2.2112)  0.449
H (-0.1740, 0.7489, -3.5605)  0.427
H (-1.4641, 0.6411, -2.4173)  0.128
H (-0.5754, -1.4108, -4.4238)  0.406
H (-1.4612, -1.9341, -2.9377)  0.005
H (-1.1932, -3.1774, 1.8796)  0.380
H (-2.4254, -2.1114, 1.2286)  0.362
H (-2.5432, -2.6722, 2.9376)  0.437
H (-2.1817, 1.7226, 2.7773)  0.411
F (-1.1276, -3.6418, -1.3166)  -0.287
C (-2.0439, -4.5667, -0.9162)  0.336
C (-3.3628, -4.3971, -1.2825)  -0.051
C (-4.2933, -5.3413, -0.8724)  -0.582
C (-3.8935, -6.4251, -0.1021)  -0.558
C (-2.5602, -6.5707, 0.2566)  -0.512
C (-1.6207, -5.6364, -0.1563)  -0.454
H (-3.6548, -3.5415, -1.8796)  0.374
H (-5.3306, -5.2304, -1.1563)  0.405
H (-4.6221, -7.1576, 0.2169)  0.398
H (-2.2490, -7.4138, 0.8577)  0.401
H (-0.5743, -5.7359, 0.1032)  0.493
F (2.5128, 0.9158, -3.4143)  -0.157
C (3.8073, 1.2852, -3.2376)  0.446
C (4.6211, 0.5027, -2.4453)  -0.346
C (5.9440, 0.8813, -2.2679)  -0.403
C (6.4263, 2.0324, -2.8749)  -0.589
C (5.5868, 2.8057, -3.6650)  -0.362
C (4.2649, 2.4300, -3.8545)  -0.562
H (4.2235, -0.3884, -1.9765)  0.445
H (6.5981, 0.2759, -1.6556)  0.379
H (7.4572, 2.3259, -2.7324)  0.377
H (5.9611, 3.7041, -4.1360)  0.369
H (3.5961, 3.0138, -4.4730)  0.413
F (6.2405, -0.6418, 3.1992)  -0.313
C (5.3573, -1.5761, 3.6015)  0.381
C (4.0177, -1.3939, 3.3234)  -0.669
C (3.1083, -2.3580, 3.7333)  0.048
C (3.5497, -3.4815, 4.4207)  -0.741
C (4.9014, -3.6433, 4.6942)  -0.294
C (5.8168, -2.6873, 4.2789)  -0.536
H (3.6958, -0.5067, 2.7930)  0.445
H (2.0607, -2.2303, 3.5158)  0.577
H (2.8395, -4.2314, 4.7437)  0.394
H (5.2456, -4.5157, 5.2328)  0.377
H (6.8748, -2.7976, 4.4752)  0.425

# 2
Density functional theory data (ωB97M-V/def2-TZVPD) for a structure of composition C2HF2I2N at a distorted geometry.

Summary:
HOMO (spin up / spin down)   -8.71 / -8.71 eV
Multiplicity   1
Energy relative to the best compared isomer or geometry (same formula, charge and spin)   4.118 eV
LUMO energy (spin up / spin down)   -0.6 / -0.6 eV

Each line ends with the Mulliken charge.
Element x y z (Å)
C (1.3703, -1.8803, 1.4317)  -0.323
C (1.9632, -3.0625, 1.3347)  0.442
N (-0.3970, -2.6441, -1.3680)  -0.592
F (1.5994, -3.9146, 0.3550)  -0.165
F (2.8080, -3.5826, 2.2336)  -0.187
I (2.2806, -0.5196, 2.6441)  0.130
I (0.2615, -1.1325, -0.3590)  0.500
H (-1.4142, -2.7270, -1.4309)  0.194

# 3
Density functional theory data (ωB97M-V/def2-TZVPD) for a cluster of 2 separate species, CH4ClPS in total at a distorted geometry.

Summary:
HOMO   -8.86 eV
Multiplicity   1
Energy relative to the best compared isomer or geometry (same formula, charge and spin)   2.120 eV
LUMO energy   -1.3 eV

Each line ends with the Mulliken charge.
Element x y z (Å)
C (1.2605, 0.8788, 0.3116)  -0.472
Cl (-0.1608, 1.7186, 0.7692)  -0.163
H (1.9692, 1.3078, -0.3828)  0.299
H (1.6779, 0.3332, 1.2031)  0.259
H (0.8667, -0.0042, 0.1340)  0.083
P (-2.2483, -1.7672, -0.2130)  0.093
S (-2.3476, -0.1151, -1.1076)  -0.150
H (-1.0176, -2.3519, -0.7145)  0.051

# 4
Density functional theory data (ωB97M-V/def2-TZVPD) for an isolated molecule of C10H16N4 at a distorted geometry.

Summary:
HOMO   -8.26 eV
Multiplicity   1
Energy relative to the best compared isomer or geometry (same formula, charge and spin)   1.446 eV
LUMO energy   0.6 eV

Each line ends with the Mulliken charge.
Element x y z (Å)
N (3.3547, 3.3154, -0.4431)  -0.494
C (3.4960, 2.2580, 0.0702)  0.282
C (3.6332, 0.8273, 0.5408)  -0.781
C (2.4316, -0.0332, 0.1423)  -0.573
N (1.1895, 0.4347, 0.7478)  0.152
C (0.3982, 1.2781, -0.1824)  -0.634
C (-0.3255, 0.4383, -1.2422)  -0.862
N (-1.1682, -0.6108, -0.6361)  0.143
C (-2.2894, -0.0873, 0.0054)  -0.705
C (-3.4054, -1.1010, -0.0270)  -0.361
C (-3.8723, -1.3200, -1.3853)  0.209
N (-4.2792, -1.5647, -2.4472)  -0.470
C (-0.4118, -1.3565, 0.3217)  -0.688
C (0.3389, -0.4985, 1.3808)  -0.932
H (4.5112, 0.4687, 0.1428)  0.469
H (3.7304, 0.9275, 1.6508)  0.282
H (2.6085, -1.0502, 0.3632)  0.560
H (2.3559, 0.1454, -0.9508)  0.254
H (1.0686, 1.9709, -0.6698)  0.359
H (-0.4170, 1.7736, 0.4601)  0.306
H (0.3300, -0.1185, -1.9394)  0.345
H (-0.9424, 1.0259, -1.9400)  0.450
H (-2.6396, 0.7938, -0.4970)  0.545
H (-2.2329, 0.1733, 1.0696)  0.168
H (-3.0325, -2.1013, 0.3609)  0.152
H (-4.2601, -0.7247, 0.5436)  0.374
H (0.2729, -2.0099, -0.2897)  0.343
H (-1.0803, -2.1234, 0.7870)  0.392
H (-0.2948, 0.0878, 2.0846)  0.312
H (0.9314, -1.2189, 1.9785)  0.403

# 5
Density functional theory data (ωB97M-V/def2-TZVPD) for an isolated molecule of C23H24BrN at a distorted geometry.

Summary:
HOMO   -7.51 eV
Multiplicity   1
Energy relative to the best compared isomer or geometry (same formula, charge and spin)   0.000 eV
LUMO energy   0.7 eV

Each line ends with the Mulliken charge.
Element x y z (Å)
C (-5.4944, 1.3031, -1.7947)  -1.371
C (-4.1649, 1.7120, -1.1864)  0.838
C (-3.8435, 2.9761, -0.7228)  -1.185
C (-2.5769, 2.8812, -0.0470)  -0.754
C (-2.0936, 1.5870, -0.1444)  0.039
C (-0.7162, 1.2138, 0.2740)  1.017
C (-0.0231, 1.9633, 1.2521)  -1.219
C (1.2521, 1.5845, 1.6723)  -0.608
C (1.8939, 0.4567, 1.1788)  0.579
C (3.1316, -0.0365, 1.8992)  0.530
C (3.5341, -1.5030, 1.5747)  -1.431
C (4.3230, -1.6257, 0.2602)  -0.437
C (5.4794, -0.5895, 0.1420)  -0.765
C (4.9233, 0.8188, 0.3831)  -0.573
C (4.3185, 0.9135, 1.7920)  -0.994
C (1.2122, -0.2817, 0.1834)  -0.039
C (-0.0636, 0.0923, -0.2519)  -1.136
N (-3.1088, 0.8551, -0.7916)  0.511
C (-3.1435, -0.5662, -0.9158)  -1.178
C (-3.0091, -1.4422, 0.1802)  0.159
C (-3.0770, -2.8086, -0.0047)  -0.897
C (-3.2641, -3.3292, -1.2792)  -0.086
C (-3.3811, -2.5075, -2.3777)  -0.569
Br (-3.4544, -3.2234, -4.1494)  -0.186
C (-3.4086, -1.1416, -2.1581)  0.698
H (-6.2187, 2.1037, -1.7361)  0.380
H (-5.3787, 1.0023, -2.8417)  0.270
H (-5.8784, 0.4179, -1.2857)  0.295
H (-4.4503, 3.8653, -0.8565)  0.409
H (-2.1160, 3.7352, 0.4328)  0.375
H (-0.4614, 2.8618, 1.6674)  0.274
H (1.7469, 2.2274, 2.4151)  0.316
H (2.8010, -0.0866, 2.9638)  0.345
H (2.6950, -2.1498, 1.5289)  0.459
H (4.1776, -1.8446, 2.3765)  0.516
H (3.6734, -1.4154, -0.5674)  0.223
H (4.7646, -2.6671, 0.1184)  0.332
H (5.8828, -0.6456, -0.8941)  0.346
H (6.3009, -0.7841, 0.8466)  0.335
H (5.7077, 1.5818, 0.2414)  0.328
H (4.1379, 1.0155, -0.3611)  0.317
H (5.0756, 0.6095, 2.5156)  0.446
H (4.0102, 1.9308, 2.0321)  0.441
H (1.5479, -1.2241, -0.1978)  0.330
H (-0.5580, -0.4842, -1.0241)  0.457
H (-2.8197, -1.0598, 1.1470)  0.480
H (-3.0584, -3.3872, 0.9014)  0.410
H (-3.3456, -4.4052, -1.3796)  0.411
H (-3.4815, -0.5000, -3.0110)  0.563

# 6
Density functional theory data (ωB97M-V/def2-TZVPD) for a cluster of 2 separate species, CH3BrClN in total at a distorted geometry.

Summary:
HOMO   -10.64 eV
Multiplicity   1
Energy relative to the best compared isomer or geometry (same formula, charge and spin)   0.770 eV
LUMO energy   0.5 eV

Each line ends with the Mulliken charge.
Element x y z (Å)
H (1.4565, 0.4067, 1.1033)  0.301
N (1.4955, -0.5355, 0.6899)  -0.448
C (1.0714, -0.8767, -0.4383)  0.011
Br (0.0094, 0.2621, -1.7729)  -0.214
H (1.0539, -1.8595, -0.9044)  0.362
Cl (-2.9255, 1.4877, 1.0888)  -0.214
H (-2.1612, 1.1152, 0.2336)  0.203